The following is a quantum chemistry calculation of a cluster of 5 separate species, C47H61BrF19N2O11 in total, from the Open Molecules 2025 dataset.

Geometry as XYZ:
```
141
Properties=species:S:1:pos:R:3:forces:R:3:mulliken_charge:R:1
C 9.05461 -0.14141 2.65440 -1.5 0.0 -0.2 -0.938
C 8.16479 -0.44814 1.37403 0.6 -0.2 0.4 -0.291
C 6.69952 -0.82489 1.81288 -0.4 0.8 -0.7 -0.799
C 6.05137 0.21987 2.83728 -0.2 -0.7 -1.7 -0.453
C 5.82892 1.55737 2.04154 0.1 1.0 1.3 0.055
C 5.65058 2.83457 2.98165 0.4 0.4 -1.5 -0.729
C 5.39206 4.05800 1.98380 -1.4 -0.3 1.1 0.316
C 4.56769 5.23474 2.63798 0.4 0.6 0.0 -0.691
C 4.14139 6.41422 1.64012 0.7 -0.5 0.5 -1.254
C 3.60874 5.95054 0.21764 -0.4 1.2 0.5 -0.002
C 2.06758 5.60512 0.35250 0.4 0.0 -0.4 -0.661
C 1.61778 4.30864 -0.42924 0.1 1.1 -0.4 -0.295
C 0.05756 4.38004 -0.70278 -0.3 -0.9 -0.2 -1.114
C -0.78921 3.25735 -0.02809 -0.7 -0.7 0.6 0.036
C -1.74019 2.51655 -0.83255 1.4 1.3 1.3 -0.414
N -2.56558 1.51906 -0.30916 1.6 0.9 0.9 0.234
C -3.50839 0.83537 -1.20695 -0.4 -1.0 -1.6 -0.110
F -3.20098 1.08492 -2.52650 0.1 0.0 1.9 -0.302
F -3.40805 -0.53352 -1.09466 -0.2 1.9 0.5 -0.283
C -5.02056 1.34305 -1.02618 -0.5 0.9 -1.2 0.849
F -5.24800 2.24542 -2.05504 0.4 -1.0 1.3 -0.319
F -5.22895 2.03538 0.12678 0.3 -1.2 -0.9 -0.219
C -6.09168 0.19154 -1.26581 -2.1 -0.1 0.2 0.678
F -6.19504 -0.66956 -0.22042 0.7 0.9 -1.1 -0.226
F -7.32119 0.79127 -1.39080 1.7 -0.5 0.2 -0.267
F -5.87603 -0.49376 -2.41406 0.4 0.8 1.5 -0.284
C -2.49027 1.21434 1.04891 0.1 0.2 2.3 0.657
C -3.42023 0.14122 1.72211 0.3 -0.5 -1.1 -0.856
C -2.80492 -1.33795 1.66410 -0.8 0.0 -0.1 -0.418
C -2.35767 -1.90983 3.06099 0.9 -0.9 -1.4 -0.342
O -2.65964 -3.32213 3.02477 -0.1 0.4 0.8 -0.467
C -2.97685 -3.80493 4.33610 -0.3 0.1 0.7 -0.563
C -1.56605 1.90403 1.94842 0.4 1.3 -1.6 0.312
C -1.51485 1.59455 3.48002 0.9 -1.3 -1.0 0.454
C -0.56871 0.58452 3.90170 -1.2 0.6 2.7 -0.580
C -0.54287 0.26373 5.34549 -1.6 1.9 -0.6 -0.859
C -1.46143 1.00462 6.21044 0.4 0.1 -2.8 -0.541
C -2.32900 1.98781 5.56587 0.2 -0.7 1.0 -0.343
N -2.39725 2.28628 4.24623 1.6 -1.6 0.9 -0.604
C -0.67635 2.95744 1.41083 -1.3 -2.6 -1.2 0.836
C 0.27991 3.65862 2.41449 -0.2 0.7 0.1 0.288
O -0.16673 4.54053 3.07716 0.0 -0.1 -0.3 -0.455
O 1.62968 3.37579 2.57746 -1.4 -0.7 -0.5 -0.210
Br 2.07681 1.65124 2.14877 0.4 0.2 -0.2 0.205
H 8.76027 0.89196 2.99700 0.8 -0.9 -0.3 0.190
H 8.67652 -0.82635 3.46790 0.9 0.5 -0.7 0.241
H 10.14989 -0.24347 2.47849 -0.9 0.2 0.2 0.345
H 8.17477 0.45258 0.69871 -0.2 -0.9 0.6 0.128
H 8.63663 -1.27345 0.76724 -0.6 0.7 0.7 0.380
H 6.06142 -0.73490 0.88107 0.5 -0.3 0.9 0.278
H 6.58844 -1.88597 2.15355 0.4 0.9 -0.1 0.362
H 5.03115 -0.20609 3.06502 1.0 0.5 0.2 0.157
H 6.64776 0.33256 3.77292 -0.5 0.0 -0.8 0.425
H 6.67168 1.82403 1.34764 -0.6 -0.5 0.6 -0.141
H 4.90687 1.48892 1.40159 0.9 -0.1 0.5 0.112
H 4.79938 2.69348 3.69828 0.8 0.2 -0.5 0.140
H 6.61080 3.06794 3.52454 -1.1 -0.5 -0.2 0.379
H 6.35960 4.48615 1.63817 -0.8 -0.6 0.1 0.433
H 4.78487 3.61194 1.14362 0.8 0.7 0.6 -0.175
H 3.66066 4.90336 3.21026 0.8 -0.1 -0.6 0.123
H 5.25326 5.70429 3.40489 -0.8 -0.4 -0.6 0.403
H 3.34437 7.00559 2.17924 0.7 -0.5 -0.7 0.386
H 5.02840 7.10745 1.57607 -0.9 -0.7 -0.3 0.427
H 4.22602 5.15805 -0.28316 -0.9 0.8 0.9 -0.132
H 3.67302 6.85983 -0.45047 0.0 -1.0 0.6 0.453
H 1.81605 5.60281 1.44254 0.0 -0.3 -0.9 0.178
H 1.48201 6.46120 -0.09451 0.6 -0.8 0.5 0.374
H 2.11568 4.37628 -1.43994 -0.5 -0.2 1.0 0.634
H 1.96963 3.34929 0.02176 -0.4 0.8 -0.3 -0.071
H -0.35124 5.37598 -0.37630 0.4 -1.0 -0.3 0.486
H -0.10006 4.28194 -1.81390 0.0 0.2 1.1 0.338
H -1.78568 2.82328 -1.90523 -0.3 -0.8 1.1 0.454
H -3.64615 0.38201 2.78684 0.3 0.3 -1.0 0.749
H -4.39252 0.09710 1.17725 0.8 0.2 0.6 0.062
H -2.01233 -1.40014 0.87113 -0.5 0.0 1.0 0.345
H -3.63214 -2.01383 1.30117 0.8 0.7 0.4 0.301
H -2.85034 -1.41409 3.93515 0.4 -0.2 -0.7 0.426
H -1.23161 -1.86028 3.09770 -1.1 0.3 0.5 0.058
H -3.90830 -3.25576 4.66851 0.9 -0.7 0.0 0.294
H -2.14630 -3.63699 5.08586 -0.7 0.1 -0.8 0.159
H -3.16543 -4.91069 4.34349 0.1 1.1 -0.5 0.283
H 0.12547 0.03406 3.23480 -0.9 0.7 0.4 0.682
H 0.15206 -0.49198 5.76730 -0.6 0.6 -0.5 0.530
H -1.54620 0.85147 7.30648 0.2 0.1 -1.0 0.418
H -3.04330 2.53366 6.23501 0.7 -0.4 -0.8 0.400
C -8.18592 0.09330 -5.31620 -0.3 -0.1 -0.2 -1.173
C -7.12051 -0.98238 -5.37789 0.1 0.6 0.2 0.125
O -7.69637 -2.24324 -5.75263 -0.1 -0.6 -0.4 -0.357
C -7.86331 -2.44498 -7.06653 0.6 1.0 0.6 0.323
O -7.57168 -1.65769 -7.91916 -0.2 -0.5 -0.1 -0.505
C -8.43380 -3.84160 -7.31947 -0.9 -1.4 -0.3 0.928
F -9.42848 -4.15170 -6.46974 0.3 0.4 0.0 -0.255
F -7.49077 -4.79361 -7.17510 0.1 0.5 0.1 -0.246
F -8.93239 -3.97485 -8.55431 0.3 0.5 0.2 -0.245
H -8.99715 -0.20904 -4.65060 0.1 0.0 0.1 0.314
H -7.76404 1.03288 -4.95552 0.0 -0.1 0.0 0.347
H -8.62657 0.26603 -6.29922 0.1 0.0 0.0 0.384
H -6.68152 -1.12147 -4.39276 -0.2 -0.4 -0.1 0.069
H -6.31032 -0.70679 -6.05604 -0.2 -0.2 -0.2 0.338
C -6.49409 -7.65927 -8.27010 0.2 -0.2 0.2 -1.083
C -5.98059 -7.30163 -9.64937 -0.7 0.1 0.1 -0.208
O -4.54436 -7.34532 -9.68247 0.7 -0.2 -0.2 -0.331
C -3.99710 -8.55113 -9.87922 -1.3 0.3 0.0 0.368
O -4.61534 -9.56599 -10.02210 0.6 0.0 0.0 -0.498
C -2.47274 -8.43622 -9.94201 1.6 0.0 0.0 0.879
F -1.98113 -7.62941 -8.98279 -0.4 -0.1 -0.1 -0.248
F -2.06534 -7.93039 -11.12109 -0.5 -0.1 0.1 -0.249
F -1.86766 -9.62124 -9.79687 -0.6 0.2 0.0 -0.241
H -6.04024 -7.01591 -7.51391 -0.1 0.1 -0.1 0.258
H -7.57819 -7.54949 -8.22269 0.1 0.0 0.0 0.346
H -6.23810 -8.68783 -8.01001 -0.1 0.0 -0.1 0.383
H -6.26686 -6.27858 -9.89578 0.3 0.0 0.0 0.314
H -6.40780 -7.94911 -10.41717 0.2 -0.1 0.1 0.311
C -2.02986 -6.87058 9.28585 0.1 0.3 0.2 -1.120
C -1.64178 -6.52747 7.86245 -0.3 -0.8 0.2 -0.239
O -1.35716 -5.12188 7.73849 0.4 0.7 -0.2 -0.250
C -0.12112 -4.74053 8.08261 -0.6 -1.4 0.0 0.255
O 0.73554 -5.47502 8.47772 0.1 0.7 0.0 -0.503
C 0.05138 -3.23811 7.85196 0.2 1.5 0.2 0.998
F -1.00725 -2.52505 8.28085 0.0 -0.4 -0.1 -0.274
F 0.20206 -2.95063 6.53999 -0.1 -0.4 0.1 -0.237
F 1.12229 -2.74221 8.47983 -0.2 -0.5 -0.1 -0.261
H -2.86252 -6.24657 9.61686 0.0 -0.1 -0.1 0.306
H -2.32139 -7.91861 9.36258 0.0 0.0 -0.1 0.379
H -1.20168 -6.68992 9.97298 0.0 -0.1 -0.1 0.316
H -2.47595 -6.73622 7.19185 0.1 0.3 0.0 0.311
H -0.79607 -7.12698 7.52106 0.1 0.3 0.1 0.342
C 8.81946 5.68686 -5.10280 0.2 0.1 0.3 -1.108
C 7.40701 5.20232 -4.84826 0.2 0.2 -0.8 -0.218
O 7.30009 4.61513 -3.53918 -0.3 -0.1 0.8 -0.300
C 7.10438 5.46714 -2.52758 0.1 0.3 -1.4 -0.115
O 7.01739 6.65550 -2.64119 -0.1 -0.2 0.6 -0.514
C 6.96021 4.70094 -1.21180 0.2 -0.8 1.5 1.386
F 7.86733 3.71902 -1.08310 -0.1 0.3 -0.4 -0.264
F 5.74693 4.11318 -1.09768 0.4 0.1 -0.7 -0.331
F 7.10087 5.49344 -0.13944 0.0 0.3 -0.8 -0.286
H 9.53544 4.87685 -4.95015 -0.1 0.0 -0.1 0.302
H 8.91984 6.05975 -6.12274 -0.1 0.0 0.0 0.380
H 9.09022 6.48761 -4.41270 -0.1 0.0 -0.1 0.315
H 7.15120 4.41900 -5.56222 0.0 -0.2 0.3 0.319
H 6.67808 6.00484 -4.97528 0.1 0.0 0.3 0.323
```
Positions in Å, forces in eV/Å.

Output
Lowest unoccupied orbital energy: -4.83 eV
Total charge: +1
Maximum force: 3.16 eV Å⁻¹
Kohn-Sham gap: 7.03 eV
M: 1270.9 g/mol